[1]
Density functional theory data (ωB97M-V/def2-TZVPD) for one molecule with the formula C4H7FN2O in a non-equilibrium geometry.

DFT total energy: -12005.9687 eV
Gap between HOMO and LUMO: 9.398 eV
SMILES: NCC(=O)N/C=C\F
Total charge: 0
Energy above the lowest of the compared OMol25 structures with the same formula, charge and spin: 105.0 kJ/mol
E_HOMO: -8.627 eV

CARTESIAN COORDINATES (ANGSTROEM)
1 N -2.220 -0.492 0.489
2 C -1.680 0.805 0.056
3 C -0.154 0.797 -0.218
4 O 0.475 1.781 -0.542
5 N 0.355 -0.508 -0.221
6 C 1.701 -0.854 -0.396
7 C 2.783 -0.226 0.059
8 F 2.687 0.902 0.808
9 H -2.138 -0.656 1.479
10 H -3.126 -0.714 0.113
11 H -2.198 1.083 -0.872
12 H -1.840 1.627 0.729
13 H -0.294 -1.231 -0.453
14 H 1.849 -1.854 -0.810
15 H 3.800 -0.462 -0.220

Here are the natural (NBO) charges for atoms 1 to 2, given in e: -0.867, -0.321


[2]
Density functional theory data (ωB97M-V/def2-TZVPD) for one molecule with the formula C4H7FN2S in a non-equilibrium geometry.

DFT total energy: -20790.0288 eV
Gap between HOMO and LUMO: 9.374 eV
SMILES: N[C@H]1[C@@H](F)[C@H]1/C=N\S
Total charge: 0
Energy above the lowest of the compared OMol25 structures with the same formula, charge and spin: 435.1 kJ/mol
E_HOMO: -8.822 eV

CARTESIAN COORDINATES (ANGSTROEM)
1 N -0.954 1.421 -0.904
2 C -0.661 0.883 0.429
3 C -1.465 -0.417 0.627
4 F -2.065 -1.227 -0.391
5 C 0.018 -0.543 0.619
6 C 0.671 -1.250 -0.395
7 N 1.943 -1.153 -0.772
8 S 2.908 0.117 0.132
9 H -2.128 1.328 -1.193
10 H -0.479 2.279 -1.082
11 H -0.589 1.496 1.255
12 H -1.908 -0.492 1.610
13 H 0.531 -0.851 1.544
14 H -0.047 -1.888 -0.986
15 H 4.226 0.297 -0.493

Here are the natural (NBO) charges for atoms 1 to 2, given in e: -0.861, -0.032


[3]
Density functional theory data (ωB97M-V/def2-TZVPD) for a 2-piece molecular cluster, C4H7FNO overall in a non-equilibrium geometry.

DFT total energy: -10511.5030 eV
Gap between HOMO and LUMO: 3.675 eV
Total charge: -1
Energy above the lowest of the compared OMol25 structures with the same formula, charge and spin: 199.6 kJ/mol
E_HOMO: -0.059 eV

CARTESIAN COORDINATES (ANGSTROEM)
1 C 2.206 1.407 -0.377
2 C 1.371 0.591 0.317
3 C 1.078 -0.842 -0.119
4 C 0.133 -1.463 0.611
5 N -3.141 -0.238 -0.720
6 O -2.423 0.634 0.166
7 F -0.482 -2.622 0.245
8 H 2.236 2.425 -0.159
9 H 2.786 1.078 -1.241
10 H 0.818 0.872 1.208
11 H -1.705 0.129 0.518
12 H 1.525 -1.332 -1.064
13 H -0.342 -0.882 1.380
14 H -4.060 0.243 -0.765

Here are the natural (NBO) charges for atoms 1 to 2, given in e: -0.427, -0.171


[4]
Density functional theory data (ωB97M-V/def2-TZVPD) for one molecule with the formula C4H7FO in a non-equilibrium geometry.

DFT total energy: -9024.7856 eV
Gap between HOMO and LUMO: 10.803 eV
SMILES: C=C[C@H](F)CO
Total charge: 0
Energy above the lowest of the compared OMol25 structures with the same formula, charge and spin: 143.3 kJ/mol
E_HOMO: -9.847 eV

CARTESIAN COORDINATES (ANGSTROEM)
1 C 1.282 0.705 -0.863
2 C 1.208 -0.331 -0.003
3 C -0.030 -0.739 0.673
4 F -0.537 -1.854 -0.086
5 C -0.990 0.358 0.632
6 O -1.611 0.561 -0.587
7 H 0.477 1.457 -0.929
8 H 2.161 0.819 -1.501
9 H 2.001 -1.051 -0.132
10 H 0.122 -1.237 1.701
11 H -0.495 1.308 0.971
12 H -1.902 0.245 1.283
13 H -1.685 -0.242 -1.158

Here are the natural (NBO) charges for atoms 1 to 2, given in e: -0.337, -0.251


[5]
Density functional theory data (ωB97M-V/def2-TZVPD) for a 2-piece molecular cluster, C4H7FO overall.

DFT total energy: -9025.7173 eV
Gap between HOMO and LUMO: 11.515 eV
SMILES: O=CC1CC1.F
Total charge: 0
Energy above the lowest of the compared OMol25 structures with the same formula, charge and spin: 53.4 kJ/mol
E_HOMO: -10.740 eV

CARTESIAN COORDINATES (ANGSTROEM)
1 O 0.033 -2.115 -0.300
2 C -0.082 -0.910 -0.251
3 C 0.247 -0.009 0.844
4 C 0.884 1.306 0.424
5 C -0.522 1.296 0.884
6 H -0.472 -0.363 -1.133
7 H 0.564 -0.464 1.772
8 H 1.086 1.442 -0.627
9 H 1.647 1.705 1.074
10 H -0.759 1.701 1.854
11 H -1.303 1.430 0.151
12 F -0.830 -2.462 -2.791
13 H -0.493 -2.558 -1.900

Here are the natural (NBO) charges for atoms 1 to 2, given in e: -0.564, 0.462


[6]
Density functional theory data (ωB97M-V/def2-TZVPD) for C4H7FO as an isolated structure in a non-equilibrium geometry.

DFT total energy: -9022.8083 eV
Gap between HOMO and LUMO: 10.268 eV
Total charge: 0
Energy above the lowest of the compared OMol25 structures with the same formula, charge and spin: 334.1 kJ/mol
E_HOMO: -9.492 eV

CARTESIAN COORDINATES (ANGSTROEM)
1 C -0.037 0.080 -1.684
2 C 0.431 -0.343 -0.379
3 C 0.257 0.568 0.784
4 C -0.759 -0.463 0.704
5 H -0.733 -0.676 -2.166
6 H -0.575 0.986 -1.676
7 H 0.886 -0.008 -2.520
8 H 1.248 -1.120 -0.342
9 H 0.148 1.699 0.438
10 H 0.401 0.269 2.802
11 H -1.703 -0.044 0.392
12 O 1.216 0.349 1.887
13 F -0.779 -1.297 1.762

Here are the natural (NBO) charges for atoms 1 to 2, given in e: -0.615, -0.279


[7]
Density functional theory data (ωB97M-V/def2-TZVPD) for C4H7FO as an isolated structure in a non-equilibrium geometry.

DFT total energy: -9022.3690 eV
Gap between HOMO and LUMO: 10.547 eV
Total charge: 0
Energy above the lowest of the compared OMol25 structures with the same formula, charge and spin: 376.5 kJ/mol
E_HOMO: -9.663 eV

CARTESIAN COORDINATES (ANGSTROEM)
1 C -2.609 -0.017 -0.060
2 C -1.188 -0.688 -0.056
3 C -0.010 -0.129 0.090
4 C 1.402 -0.426 0.532
5 H -3.329 -0.533 0.635
6 H -3.172 -0.423 -0.949
7 H -2.488 1.143 -0.085
8 H -1.362 -1.905 -0.558
9 H 1.616 -1.645 1.163
10 H 1.821 0.422 1.267
11 H 2.431 0.642 -0.586
12 O 2.316 -0.251 -0.565
13 F 0.043 1.318 0.066

Here are the natural (NBO) charges for atoms 1 to 2, given in e: -0.668, -0.213


[8]
Density functional theory data (ωB97M-V/def2-TZVPD) for one molecule with the formula C4H7FO3 in a non-equilibrium geometry.

DFT total energy: -13117.8935 eV
Gap between HOMO and LUMO: 10.288 eV
SMILES: OCC1(F)[C@H](O)[C@H]1O
Total charge: 0
Energy above the lowest of the compared OMol25 structures with the same formula, charge and spin: 268.2 kJ/mol
E_HOMO: -9.992 eV

CARTESIAN COORDINATES (ANGSTROEM)
1 O -0.484 -1.193 2.191
2 C 0.384 -0.348 1.558
3 C -0.191 0.355 0.223
4 F -1.166 1.286 0.392
5 C 0.844 0.517 -0.868
6 O 0.707 1.745 -1.571
7 C -0.223 -0.440 -1.122
8 O 0.085 -1.835 -0.901
9 H -0.851 -1.884 1.489
10 H 1.254 -0.866 1.148
11 H 0.650 0.507 2.288
12 H 1.836 0.270 -0.606
13 H 0.144 2.209 -1.011
14 H -1.004 -0.153 -1.803
15 H 1.113 -1.887 -1.531

Here are the natural (NBO) charges for atoms 1 to 2, given in e: -0.706, -0.066


[9]
Density functional theory data (ωB97M-V/def2-TZVPD) for one molecule with the formula C4H7FS2 in a non-equilibrium geometry.

DFT total energy: -28648.9718 eV
Gap between HOMO and LUMO: 8.580 eV
SMILES: CSC(=S)[C@H](C)F
Total charge: 0
Energy above the lowest of the compared OMol25 structures with the same formula, charge and spin: 2.6 kJ/mol
E_HOMO: -8.774 eV

CARTESIAN COORDINATES (ANGSTROEM)
1 C -2.725 0.034 -0.003
2 S -1.318 -1.047 -0.184
3 C 0.031 0.111 -0.115
4 S -0.049 1.688 0.308
5 C 1.369 -0.529 -0.413
6 C 1.873 -1.242 0.887
7 F 2.264 0.455 -0.748
8 H -2.787 0.400 1.024
9 H -2.580 0.914 -0.621
10 H -3.630 -0.519 -0.259
11 H 1.242 -1.274 -1.157
12 H 1.026 -1.755 1.373
13 H 2.700 -1.943 0.689
14 H 2.239 -0.423 1.553

Here are the natural (NBO) charges for atoms 1 to 2, given in e: -0.758, 0.307


[10]
Density functional theory data (ωB97M-V/def2-TZVPD) for C4H7FeO as an isolated structure in a non-equilibrium geometry.

DFT total energy: -40670.8417 eV
2S+1: 6
Gap between HOMO and LUMO (alpha / beta): 3.078 / 7.340 eV
Total charge: +2
Energy above the lowest of the compared OMol25 structures with the same formula, charge and spin: 148.5 kJ/mol
E_HOMO (alpha / beta): -14.948 / -19.749 eV

CARTESIAN COORDINATES (ANGSTROEM)
1 C -1.297 0.557 0.756
2 C 0.211 0.319 0.851
3 C 1.033 1.482 0.476
4 O 2.172 1.398 -0.041
5 Fe 3.305 0.301 -0.960
6 H -1.579 1.543 1.162
7 H 0.546 -0.580 0.321
8 H -1.672 0.344 -0.253
9 H 0.636 0.847 1.931
10 C -1.518 -0.548 1.723
11 H -1.279 -0.415 2.779
12 H -1.996 -1.469 1.393
13 H 0.571 2.492 0.394

Here are the natural (NBO) charges for atoms 1 to 2, given in e: -0.486, -0.399


[11]
Density functional theory data (ωB97M-V/def2-TZVPD) for C4H7GdO3 as an isolated structure in a non-equilibrium geometry.

DFT total energy: -31200.1094 eV
2S+1: 9
Gap between HOMO and LUMO (alpha / beta): 8.302 / 5.541 eV
Total charge: +3
E_HOMO (alpha / beta): -21.777 / -21.285 eV

CARTESIAN COORDINATES (ANGSTROEM)
1 H -1.501 -2.232 0.270
2 Gd 1.980 0.803 4.237
3 O 0.081 0.060 2.872
4 C -0.272 -0.498 1.843
5 O -1.499 -0.607 1.499
6 C -1.820 -1.188 0.228
7 H -0.915 -0.770 -0.647
8 H -2.872 -0.995 0.020
9 O 1.574 -0.921 -1.665
10 C 0.970 0.005 -1.156
11 C 0.891 1.337 -1.822
12 H 0.750 -0.044 0.191
13 H 0.573 1.246 -2.865
14 H 0.190 1.967 -1.253
15 H 1.870 1.836 -1.751

Here are the Mulliken charges for atoms 1 to 2, given in e: 0.357, 1.406


[12]
Density functional theory data (ωB97M-V/def2-TZVPD) for C4H7I2P as an isolated structure in a non-equilibrium geometry.

DFT total energy: -29750.5908 eV
Gap between HOMO and LUMO: 9.157 eV
Total charge: 0
Energy above the lowest of the compared OMol25 structures with the same formula, charge and spin: 83.1 kJ/mol
E_HOMO: -8.893 eV

CARTESIAN COORDINATES (ANGSTROEM)
1 C -0.098 -0.742 -0.639
2 C 0.743 -0.371 0.689
3 C -0.311 0.705 -1.069
4 C -1.043 1.442 0.108
5 P -0.045 1.017 1.637
6 I -1.554 0.869 -2.852
7 I -1.277 3.509 -0.301
8 H 0.570 -1.275 -1.444
9 H -0.905 -1.397 -0.562
10 H 0.787 -1.323 1.251
11 H 1.768 -0.133 0.372
12 H 0.689 1.176 -1.301
13 H -2.134 1.151 0.252
14 H -1.213 0.470 2.297

Here are the natural (NBO) charges for atoms 1 to 2, given in e: -0.435, -0.723


Repeat the seventh record exactly.
Density functional theory data (ωB97M-V/def2-TZVPD) for C4H7FO as an isolated structure in a non-equilibrium geometry.

DFT total energy: -9022.3690 eV
Gap between HOMO and LUMO: 10.547 eV
Total charge: 0
Energy above the lowest of the compared OMol25 structures with the same formula, charge and spin: 376.5 kJ/mol
E_HOMO: -9.663 eV

CARTESIAN COORDINATES (ANGSTROEM)
1 C -2.609 -0.017 -0.060
2 C -1.188 -0.688 -0.056
3 C -0.010 -0.129 0.090
4 C 1.402 -0.426 0.532
5 H -3.329 -0.533 0.635
6 H -3.172 -0.423 -0.949
7 H -2.488 1.143 -0.085
8 H -1.362 -1.905 -0.558
9 H 1.616 -1.645 1.163
10 H 1.821 0.422 1.267
11 H 2.431 0.642 -0.586
12 O 2.316 -0.251 -0.565
13 F 0.043 1.318 0.066

Here are the natural (NBO) charges for atoms 1 to 2, given in e: -0.668, -0.213


- total charge of number 2 (C4H7FN2S)?
  0